The following is a DFT calculation (wB97M-V/def2-TZVPD) of the molecule C3H3FN2O2.

Last columns: bonded neighbours and bond lengths (Å).
Positions of all 11 atoms, in Å:
1 C -0.1034 0.7382 -0.0061  C2 1.357, C3 1.481, N7 1.417
2 C 1.0528 0.0281 -0.0006  C1 1.357, N8 1.427, F11 1.269
3 C -1.1404 -0.3186 -0.0156  C1 1.481, O9 1.443, O10 1.186
4 H -0.0429 2.7289 -0.8038  N7 1.130
5 H -1.4329 2.2413 0.1673  N7 1.025
6 H 1.1708 -1.6948 0.9117  N8 1.115
7 N -0.4200 2.1175 0.0690  C1 1.417, H4 1.130, H5 1.025
8 N 0.9208 -1.3864 -0.1299  C2 1.427, H6 1.115, O9 1.424
9 O -0.4854 -1.6032 -0.0802  C3 1.443, N8 1.424
10 O -2.3207 -0.2287 0.0638  C3 1.186
11 F 2.2661 0.3973 0.0463  C2 1.269

Results
SMILES string: Nc1c(F)[nH]oc1=O
Electronic energy, hartree: -475.897792
LUMO energy, eV: 0.51
Frontier orbital gap, Ha: 0.353
ΔE to the lowest compared entry with this formula, charge and spin, kJ/mol: 292.4